{"formula": "C6H6FO3P", "method": "ωB97M-V/def2-TZVPD", "homo_ev": 0.0, "total_charge": -2, "e_above_lowest_kj_mol": 239.12, "multiplicity": 1, "energy_ev": -24464.8559, "species": ["C", "C", "C", "C", "C", "C", "O", "O", "O", "F", "P", "H", "H", "H", "H", "H", "H"], "xyz": [[-1.165, -0.191, 0.622], [-0.926, 1.162, 0.228], [-0.277, -1.154, 0.429], [0.232, 1.670, -0.072], [1.010, -0.929, -0.174], [1.999, 0.104, 0.478], [4.631, 0.850, 0.769], [3.758, -1.353, -0.078], [3.866, 0.620, -1.636], [1.983, 0.195, 1.832], [3.829, 0.130, -0.235], [-2.049, -0.577, 1.004], [-1.847, 1.638, -0.020], [-0.619, -2.108, 0.721], [0.321, 2.703, -0.555], [1.601, -1.914, -0.069], [1.056, -0.621, -1.294]], "forces_ev_per_a": [[1.5070, -0.6351, -0.0413], [-1.9133, -0.0575, -0.2466], [-0.9185, 1.0534, -0.0971], [3.8548, 1.0337, -0.3155], [3.9984, -1.1468, -0.5287], [-1.6896, 1.1132, -1.1063], [0.9431, 1.1873, 1.3232], [0.4012, -2.1280, 0.2457], [-0.3352, 0.6294, -1.2631], [-0.5591, -0.5079, -0.7344], [-1.0156, 0.0188, -0.1125], [-2.0837, 0.1647, 0.8245], [-1.1023, 1.0387, -0.1334], [0.1480, -1.3702, 0.1969], [-0.2503, -1.3079, 0.7046], [-0.6021, 1.3937, -0.5323], [-0.3828, -0.4794, 1.8163]], "mulliken_charge": [-0.419, 0.000, -0.255, -0.874, -0.573, 0.262, -0.790, -0.745, -0.792, -0.284, 0.750, 0.363, 0.314, 0.307, 0.156, 0.295, 0.285]}